{
  "formula": "C38H90N10O15",
  "method": "ωB97M-V/def2-TZVPD",
  "homo_lumo_gap_ev": 6.4,
  "multiplicity": 1,
  "charge": 2,
  "fmax_ev_per_a": 3.7,
  "elements": ["H", "C", "C", "H", "C", "O", "C", "C", "H", "N", "H", "O", "C", "H", "C", "C", "H", "H", "C", "H", "H", "H", "H", "O", "C", "H", "N", "O", "H", "H", "H", "H", "O", "H", "H", "H", "H", "H", "H", "C", "H", "H", "C", "H", "N", "H", "C", "C", "H", "O", "H", "H", "H", "H", "H", "H", "N", "H", "H", "O", "N", "C", "C", "C", "H", "H", "H", "H", "H", "C", "H", "C", "O", "N", "H", "H", "H", "H", "H", "H", "O", "H", "C", "N", "H", "C", "H", "H", "H", "H", "C", "H", "C", "N", "H", "H", "H", "H", "H", "H", "C", "C", "H", "C", "H", "H", "C", "C", "H", "H", "H", "C", "C", "H", "H", "H", "H", "C", "O", "C", "H", "H", "N", "O", "H", "H", "H", "H", "O", "C", "H", "H", "H", "O", "C", "C", "O", "H", "O", "C", "H", "C", "H", "H", "H", "H", "H", "H", "C", "H", "N", "H", "H"],
  "positions_angstrom": [[-1.8443, -0.8557, 1.6763], [-4.8708, -5.2652, 2.1658], [2.8816, 4.9503, 3.3308], [0.0592, -2.5619, 2.3037], [-4.8297, 0.3253, -5.3498], [-0.9103, 2.4424, -1.0736], [-2.8618, 2.9399, -3.8469], [-4.3867, -1.5578, 5.9932], [4.9891, 1.2482, 5.1731], [-4.8964, -3.9131, 1.5798], [1.9707, 4.4715, 3.7498], [-1.5786, -5.5015, 2.7178], [5.6769, 4.8900, -0.7518], [-5.2883, 1.5861, -3.5461], [5.9570, -0.3880, 1.9648], [-6.3973, -3.6076, 1.6358], [-7.6898, -5.0435, 0.5390], [-2.1736, -0.2826, 0.0672], [5.5280, 4.6834, -2.2262], [2.4881, 4.2645, -0.9084], [-6.6608, -2.8870, 0.8706], [1.7908, 6.7872, 2.9124], [6.9382, -0.3439, 1.4675], [-1.1648, -4.0796, 1.0887], [-0.2961, -1.0027, 0.0956], [4.3325, 5.8403, 1.1931], [5.6393, -1.6523, -1.3452], [-0.1196, -1.2507, -4.0057], [5.6318, 5.9702, -0.5842], [3.7199, 2.3871, 0.3317], [-5.7964, 0.2603, -5.8532], [5.5830, 2.4829, 0.0424], [4.5925, -1.3260, -0.8115], [-4.1012, 1.3926, -6.9823], [-3.2250, -4.1507, 0.3142], [0.1825, -0.9278, 2.8512], [6.5683, 4.4171, -0.3816], [5.8423, 3.7016, -2.5621], [0.0036, -0.4782, -0.8038], [2.7546, -5.4605, -1.8920], [4.5264, -4.3650, -1.3071], [1.2889, -3.2317, 0.3526], [3.8552, -4.4271, -2.1620], [-1.8855, 0.7310, -2.7469], [-0.8532, -5.0527, 1.8522], [-1.9856, 0.1791, -5.0502], [0.7283, -1.6872, 2.2769], [-3.5147, 3.5987, -2.6611], [-6.1291, -6.9599, 1.9776], [2.8397, -6.4334, -1.2102], [-3.1871, 3.1508, -1.7097], [7.1561, 1.8532, 4.0051], [1.7066, -1.9670, 2.6526], [-5.2604, -0.9014, 5.9272], [-5.5630, -1.8525, 3.6794], [3.1795, 5.7916, -0.7154], [0.9612, -1.2275, 0.9151], [-2.8310, -2.5595, 4.7940], [2.7494, -2.3208, 0.7311], [0.2090, -5.5960, 1.7460], [6.7452, 0.9217, 4.0499], [-4.1747, -2.9270, 2.4161], [4.2998, 4.7430, 1.2377], [-2.9732, 0.7158, -2.8920], [-3.6405, -1.0559, 6.6007], [6.5808, 1.2537, 6.1766], [-0.9965, 1.5390, 0.4287], [7.4876, 0.2917, 3.7575], [1.8687, 0.3576, -0.0488], [-3.7443, -1.9610, 4.6547], [-4.1288, -2.0063, 1.8419], [2.7666, 6.5002, 3.3035], [-0.3069, -2.7821, -2.5537], [4.4778, 4.2935, -0.1570], [3.4843, 4.0869, -3.1273], [3.5215, 6.9475, 2.6433], [-3.2892, -0.3113, -3.0906], [5.8352, -0.1864, 5.7429], [6.0405, -1.3326, 2.5464], [-0.6537, -5.8006, -2.3374], [-1.0645, 1.0075, 1.2355], [5.2214, 4.4743, 1.7629], [0.2226, -5.7814, -1.6809], [1.4043, -5.1696, -2.4937], [-3.3238, 5.6384, -3.4533], [1.7786, -2.2678, 0.2304], [-4.7689, -4.7825, -0.3378], [2.0890, 4.6960, 1.4198], [1.1505, 0.7649, 1.4551], [3.4652, -3.4504, -2.4369], [-4.6816, 1.4931, -4.4356], [-6.5926, -3.1743, 2.6009], [-5.9836, -6.0130, 1.4491], [-3.2588, 1.5572, -4.0881], [4.4923, -4.8570, -2.9438], [-4.8282, -2.4249, 6.5004], [-5.2221, -3.4573, 4.2902], [-3.3172, -0.2369, -6.7353], [-3.1692, -3.2835, 2.5802], [-1.8743, 1.8201, -5.6430], [-2.5732, 1.0448, -5.3457], [4.5593, 2.7654, -0.2314], [1.9619, -1.9047, -0.7784], [-3.7357, 0.6354, -6.3069], [-3.5772, 5.2139, -0.4873], [2.7340, -0.2593, 1.3976], [4.0033, 4.8068, -2.4975], [1.7513, 0.0125, 0.9780], [-4.8003, 5.9834, -1.6447], [3.6061, 4.7109, 4.0969], [-4.8491, 2.3560, -5.0540], [5.9773, 0.8362, 5.3730], [3.4214, 4.7777, -1.0643], [-3.3379, 6.7646, -1.0872], [1.3731, -4.1483, -2.6002], [0.1192, -5.2315, -0.7411], [3.8074, 5.7945, -2.8863], [-1.4061, -0.2907, 0.8397], [1.0140, 1.5787, -1.5816], [-3.0999, 5.0696, -2.5413], [-4.6031, 3.5070, -2.5879], [4.4125, 2.4653, -1.2736], [0.1788, 2.5161, -1.6517], [6.6585, -1.6516, -0.6194], [-5.0916, -5.1849, 3.2173], [-5.7722, -6.2912, 0.4226], [5.1677, -0.5115, 1.1590], [2.7877, 6.8759, 4.3237], [0.3888, 3.5665, -2.2165], [5.6770, 0.7199, 2.9216], [-2.0115, 5.1297, -2.4410], [-0.6674, -1.9868, -0.1932], [0.4182, -6.8268, -1.4161], [5.6173, -1.9348, -2.5313], [-7.0719, -4.9855, 1.4201], [2.9865, 4.3196, 1.9527], [4.7129, 1.4593, 3.0148], [-4.4190, -3.0690, -0.3555], [1.2836, -2.8886, -3.9405], [-4.3147, -3.9735, 0.2209], [-7.8791, -5.1356, 2.1450], [-4.7885, -2.6124, 3.7509], [-3.8792, -5.6936, 2.0573], [-1.7730, 2.9865, -3.6925], [6.1604, 5.4730, -2.6477], [3.0055, 3.2411, 2.0454], [-4.7022, -0.6028, -4.7967], [1.2839, -5.4494, -3.4593], [-3.7639, 5.7915, -1.3782], [-3.1736, 3.4404, -4.7610], [0.2987, -2.3156, -3.5341], [-3.4773, -1.0494, 4.1236], [-3.5672, 1.0883, -2.0721]],
  "forces_ev_per_a": [[0.5, 0.1, -0.1], [0.7, -1.3, -0.6], [-1.2, 0.5, 0.7], [0.4, 0.1, -0.4], [-1.0, -0.8, 0.5], [-1.8, -1.3, 1.1], [0.3, 1.2, 0.4], [-0.1, -0.4, -0.1], [0.5, 0.5, 0.3], [-1.1, 0.7, 0.3], [0.2, 0.7, -0.1], [-3.0, 0.7, 1.1], [0.2, 0.2, -0.4], [-0.2, -0.3, 0.1], [-0.4, -0.5, -0.1], [0.0, -0.8, -1.2], [0.3, 0.2, -0.8], [-0.6, 0.2, -0.1], [-0.2, -0.2, -1.0], [-0.2, -0.8, -0.3], [0.2, 0.2, -0.1], [0.0, 0.0, -0.2], [-0.2, 0.3, 0.0], [-0.5, 0.2, 0.2], [-0.2, -0.9, 0.8], [0.0, -0.3, -0.1], [1.2, 0.0, -0.1], [0.3, 0.2, -0.8], [0.2, -0.2, 0.5], [0.2, -0.4, 0.3], [0.0, 0.2, 0.3], [-0.5, -0.2, 0.4], [-3.2, 1.0, 1.8], [0.5, 0.2, -0.5], [-0.5, -0.1, 0.2], [0.7, 0.1, 0.0], [0.4, 0.1, 0.5], [0.5, 0.0, 0.0], [0.1, 0.2, -0.1], [0.9, -0.3, 0.6], [-0.3, 0.0, 0.2], [-0.3, 0.0, -0.4], [-0.6, -1.0, 0.0], [-0.4, 0.0, 0.4], [0.1, -0.2, 0.0], [0.0, -0.1, -0.1], [-1.4, -0.6, 0.9], [-0.2, 0.5, 1.6], [-0.6, 0.3, 0.0], [0.1, 0.4, -0.4], [0.2, -0.1, -0.4], [-0.2, 0.2, -0.2], [-0.1, 0.2, 0.5], [0.3, 0.3, -0.5], [-0.3, -0.1, -0.2], [0.3, 0.0, -0.2], [-0.2, -0.3, -0.6], [-0.4, 0.0, 0.0], [-0.1, 0.1, -0.1], [3.3, -0.3, -1.5], [-1.1, -0.1, -0.4], [0.3, 0.4, 0.1], [-0.5, 1.0, 0.6], [0.4, -0.7, -0.6], [-0.1, -0.1, 0.4], [-0.2, 0.7, -0.3], [0.1, 0.4, -0.5], [0.3, -0.6, 1.1], [0.3, -0.1, 0.0], [-0.6, 0.5, 0.2], [0.1, 0.1, -0.2], [-0.6, -0.9, -0.3], [-0.5, -1.0, 1.2], [-0.2, -1.5, 0.1], [0.6, -0.2, -0.1], [-0.1, 0.1, 0.6], [0.2, 0.1, -0.1], [0.1, -0.1, -0.8], [-0.3, 0.4, -0.2], [0.2, 0.6, 0.3], [-0.2, -0.2, 0.9], [-0.3, -0.4, 0.2], [0.7, 0.0, -0.4], [-0.9, -0.7, 1.2], [-0.1, -0.3, -0.1], [0.6, 0.1, 0.1], [-0.1, 0.0, 0.0], [0.6, -0.5, -0.1], [0.1, 0.2, 0.7], [0.2, 0.0, -0.2], [-1.2, 0.6, 0.2], [-0.2, -0.1, 0.1], [0.7, -0.6, 0.4], [0.2, -0.9, 0.3], [-0.2, 0.3, -0.2], [0.6, -0.1, 0.1], [0.1, -0.2, -0.2], [-0.2, -0.7, -1.4], [0.4, -0.4, -0.3], [-0.1, 0.0, -0.4], [-0.2, 0.1, 0.0], [0.2, 0.9, -1.0], [-0.1, -0.4, -0.2], [1.8, -0.1, 1.1], [-0.7, -0.5, 0.5], [-0.5, 0.5, 0.1], [-0.1, 0.6, 1.2], [0.7, 0.0, -1.0], [-0.3, -0.3, 0.6], [0.9, -0.5, -0.4], [-0.4, 0.7, -0.1], [0.7, -1.2, 0.6], [-1.2, 1.3, -0.2], [0.1, -0.2, -0.7], [-0.8, 0.5, -0.1], [-0.2, 0.1, -0.4], [-0.3, 0.2, -0.3], [0.0, 0.0, -0.7], [-0.3, 0.6, -0.3], [0.5, 0.8, -0.6], [-0.1, 0.1, -0.6], [0.0, 0.1, 0.2], [0.7, -0.4, 0.7], [0.9, -0.3, -0.4], [-0.1, 0.0, 0.3], [0.5, -0.1, 0.0], [0.9, 0.2, 0.8], [0.4, 0.2, -0.1], [1.5, 1.3, -1.5], [-2.3, 1.7, -0.5], [0.0, -0.2, 0.1], [0.2, -0.1, 0.0], [0.5, 0.4, -0.3], [1.0, -0.5, -0.7], [-1.9, 0.6, 0.6], [1.2, 0.5, -0.4], [2.3, -1.7, -0.5], [-0.4, 0.6, 0.2], [2.1, -0.9, -1.2], [1.0, -0.4, -0.4], [0.5, 0.0, 0.6], [0.1, 0.2, 1.0], [0.2, 0.1, 0.0], [-0.3, -0.1, -0.3], [-0.3, -0.4, -0.7], [-0.5, -0.2, 0.0], [0.2, -0.2, -0.1], [0.5, -0.4, -0.4], [0.5, 0.4, -0.1], [0.4, 0.4, -0.1], [-2.0, 2.0, 0.9], [0.5, 0.2, 0.1], [0.3, 0.2, 0.3]]
}